# 1
13
Properties=species:S:1:pos:R:3:forces:R:3 method="wB97M-V/def2-TZVPD" total_energy_ha=-435.6412 largest_force_ev_per_a=8.3 e_homo_ev=-9.9
C -0.603843 1.760908 0.175870 -4.1 2.4 -1.9
C -0.449187 0.465890 0.086970 3.8 -0.7 0.3
C 0.882525 -0.190762 -0.052978 0.8 -0.5 1.5
N 1.976622 0.367886 0.540212 -2.5 -5.5 -5.6
O 2.975955 -0.730354 -0.309607 4.0 4.5 4.3
C -1.585202 -0.399203 0.034307 -2.5 -2.4 1.4
O -2.736421 -0.066063 -0.242575 3.0 -1.7 0.6
O -1.156381 -1.830764 0.455096 -6.6 1.9 -4.8
H -1.761933 1.884759 0.223273 2.1 0.9 0.2
H -0.061753 2.623870 -0.294217 0.2 -1.2 1.5
H 0.645067 -1.354938 -0.573544 2.0 3.6 1.4
H 3.977380 -0.289003 0.118337 -4.5 -2.3 -2.1
H -2.102825 -2.242229 -0.161143 4.2 1.0 3.2


# 2
14
Properties=species:S:1:pos:R:3:forces:R:3 method="wB97M-V/def2-TZVPD" total_energy_ha=-777.2354 charge=-1 largest_force_ev_per_a=4.0 e_homo_ev=-2.0
C -0.661543 -0.621668 -0.201956 -0.6 1.0 -0.4
C 2.354845 1.580510 -0.392343 -3.1 0.9 1.1
C -2.092687 1.436419 -0.123870 0.8 -2.8 -0.7
C -0.769348 -1.179726 1.159333 1.2 -0.9 -0.1
N -1.620407 0.387004 -0.445620 1.3 -0.4 0.1
O 3.503581 1.695453 -0.564333 0.1 -0.3 -0.2
O -2.942323 2.218679 -0.011275 -2.2 3.3 0.7
O 1.206577 1.751113 -0.093109 3.0 -0.3 -0.7
P 0.453442 -0.772841 -1.472012 1.2 -1.0 -0.4
H -0.729185 -0.496395 2.011014 -0.2 0.6 0.0
H 0.115174 -1.825397 1.307494 -0.6 -0.2 0.1
H -1.693305 -1.745000 1.190430 -0.2 -0.4 0.6
H 1.020483 -2.100163 -1.290434 -0.5 0.3 -0.1
H 1.854696 -0.327992 -1.073318 -0.1 0.2 0.0